Density functional theory data (ωB97M-V with the def2-TZVPD basis set) for a 2-piece molecular cluster, C3H9NO2 overall.

Last column: Löwdin spin population.
Atoms and positions in Å:
O: -1.043857 -2.940019 -1.059498  0.6706
C: 0.063644 -2.913621 -0.557574  0.1148
C: 0.899872 -1.706985 -0.917021  0.0909
H: 0.537002 -3.894169 -0.122895  0.0714
H: 0.162933 -0.923645 -0.951439  -0.0020
H: 1.512405 -1.884450 -1.813797  -0.0003
H: 1.577233 -1.405066 -0.128306  0.0073
N: -0.825271 2.719150 1.431463  0.0259
C: 0.009729 1.730243 0.883186  -0.0001
O: -0.550443 0.983415 -0.222551  0.0217
H: -1.233215 3.379326 0.717699  0.0002
H: -1.766619 2.377313 1.845390  0.0002
H: 0.941470 2.188722 0.525812  -0.0001
H: 0.313368 0.848010 1.418592  -0.0003
H: -0.598257 1.441772 -1.049055  -0.0003

Cartesian forces, eV/Å:
O 1.3 -0.5 1.4
C -0.1 -1.5 -1.8
C 0.2 0.6 0.8
H -1.0 1.3 -0.2
H 0.0 0.8 -0.7
H -0.6 -0.2 0.0
H 0.2 -0.5 0.5
N -3.6 0.3 0.5
C 0.7 -0.1 -1.9
O -0.5 -1.2 -0.1
H 1.4 -0.7 0.7
H 2.4 0.1 -0.5
H -0.2 0.2 0.1
H -0.2 0.4 1.7
H 0.0 0.9 -0.5

Output
- Spin multiplicity: 2
- Highest occupied orbital energy (spin up / spin down): -13.12 / -12.87 eV
- Total energy: -324.52157 Eh
- ΔE to the lowest compared entry with this formula, charge and spin: 2.829 eV
- HOMO-LUMO gap (spin up / spin down): 0.2511 / 0.1105 Ha
- F_max: 0.070 Eh/bohr
- Total charge: +1
- E_LUMO (spin up / spin down): -6.287 / -9.860 eV